[1]
{"formula": "C51H53N4O6Sc", "method": "ωB97M-V/def2-TZVPD", "total_charge": 0, "e_above_lowest_kcal_mol": 30.81, "lumo_ev": -0.6, "e_homo_ev": -7.09, "homo_lumo_gap_ev": 6.53, "species": ["Sc", "N", "C", "C", "C", "C", "N", "C", "N", "N", "C", "O", "O", "H", "H", "H", "H", "H", "H", "H", "H", "H", "H", "H", "H", "H", "H", "C", "C", "C", "O", "C", "C", "O", "C", "O", "C", "C", "C", "C", "C", "C", "C", "C", "C", "C", "C", "C", "C", "O", "C", "C", "C", "C", "C", "C", "C", "C", "C", "C", "C", "C", "H", "H", "H", "H", "H", "H", "H", "H", "H", "H", "H", "H", "H", "H", "H", "H", "H", "H", "H", "H", "H", "H", "H", "H", "H", "H", "H", "H", "C", "C", "C", "C", "C", "C", "C", "C", "C", "C", "C", "C", "C", "C", "H", "H", "H", "H", "H", "H", "H", "H", "H", "H", "H"], "positions_angstrom": [[0.151, 0.500, 0.880], [-0.629, 3.810, -0.231], [-0.932, 3.967, 1.196], [-2.242, 4.752, 1.328], [-2.400, 5.695, 2.540], [-2.063, 5.190, 3.952], [-2.583, 3.852, 4.225], [-2.207, 3.126, 5.269], [-2.357, 1.801, 5.236], [-1.703, 3.724, 6.358], [-0.998, 2.571, 1.833], [-2.100, 1.975, 1.889], [0.079, 2.035, 2.255], [-1.383, 3.294, -0.679], [0.206, 3.245, -0.362], [-0.108, 4.526, 1.648], [-3.074, 4.047, 1.257], [-2.301, 5.386, 0.444], [-3.428, 6.061, 2.537], [-1.755, 6.561, 2.380], [-2.488, 5.893, 4.672], [-0.976, 5.186, 4.086], [-2.818, 3.294, 3.406], [-2.375, 1.388, 4.302], [-1.971, 1.239, 5.976], [-1.700, 4.726, 6.423], [-1.552, 3.198, 7.199], [1.930, -0.645, -5.125], [0.998, -1.084, -3.998], [0.545, -2.514, -4.225], [-0.085, -0.144, -3.915], [-0.060, 0.561, -2.671], [1.452, 0.310, -2.312], [1.640, -1.024, -2.747], [2.235, 0.716, -0.986], [1.416, 1.455, -0.153], [3.413, 1.592, -1.478], [3.442, 2.949, -1.195], [4.484, 3.744, -1.657], [5.511, 3.186, -2.402], [5.488, 1.826, -2.687], [4.447, 1.036, -2.227], [2.927, -0.391, -0.137], [3.264, 0.003, 1.162], [3.921, -0.854, 2.030], [4.280, -2.126, 1.615], [3.990, -2.515, 0.318], [3.333, -1.657, -0.553], [-1.345, 0.275, -1.783], [-1.084, 0.593, -0.467], [-2.041, -1.111, -1.898], [-2.476, -1.741, -0.732], [-3.231, -2.904, -0.775], [-3.584, -3.462, -1.994], [-3.199, -2.821, -3.162], [-2.453, -1.653, -3.116], [-2.466, 1.225, -2.282], [-2.619, 1.590, -3.617], [-3.671, 2.409, -4.005], [-4.583, 2.875, -3.071], [-4.440, 2.510, -1.739], [-3.390, 1.692, -1.350], [1.369, -0.600, -6.059], [2.736, -1.374, -5.223], [2.364, 0.335, -4.927], [0.095, -2.609, -5.215], [-0.175, -2.805, -3.471], [1.414, -3.168, -4.154], [-0.136, 1.627, -2.897], [1.919, 0.947, -3.071], [2.640, 3.379, -0.609], [4.491, 4.804, -1.434], [6.325, 3.804, -2.759], [6.290, 1.383, -3.264], [4.435, -0.025, -2.454], [3.034, 1.012, 1.484], [4.167, -0.519, 3.031], [4.791, -2.801, 2.291], [4.255, -3.508, -0.024], [3.122, -1.995, -1.552], [-2.227, -1.302, 0.218], [-3.554, -3.367, 0.150], [-4.162, -4.377, -2.034], [-3.498, -3.225, -4.123], [-2.195, -1.158, -4.041], [-1.918, 1.235, -4.363], [-3.778, 2.687, -5.046], [-5.396, 3.522, -3.376], [-5.153, 2.854, -0.999], [-3.267, 1.408, -0.312], [1.128, -6.526, -0.278], [1.720, -5.912, 0.819], [1.493, -4.570, 1.080], [0.655, -3.812, 0.260], [0.068, -4.444, -0.838], [0.300, -5.785, -1.108], [0.414, -2.358, 0.456], [0.170, -1.650, 1.583], [0.002, -2.406, 2.850], [-0.969, -3.407, 2.985], [-1.067, -4.157, 4.146], [-0.210, -3.914, 5.213], [0.709, -2.878, 5.123], [0.795, -2.118, 3.964], [1.313, -7.573, -0.485], [2.367, -6.484, 1.473], [1.976, -4.100, 1.927], [-0.604, -3.874, -1.470], [-0.160, -6.248, -1.973], [0.440, -1.837, -0.507], [-1.635, -3.610, 2.155], [-1.802, -4.950, 4.218], [-0.258, -4.523, 6.107], [1.362, -2.664, 5.961], [1.514, -1.309, 3.889]], "forces_ev_per_a": [[0.17, -1.36, 1.90], [-0.02, 0.09, 0.03], [-0.03, 0.08, -0.11], [0.11, -0.07, 0.22], [-0.09, -0.22, -0.04], [0.19, 0.20, -0.17], [0.11, -0.43, -0.32], [0.03, 0.32, 0.10], [0.03, -0.05, -0.50], [-0.11, -0.10, -0.13], [-1.30, 0.59, 0.82], [0.26, 0.25, 0.39], [0.26, 0.41, 0.10], [-0.04, -0.01, 0.00], [0.08, -0.06, 0.03], [0.09, -0.06, 0.05], [0.01, 0.02, 0.05], [-0.05, 0.03, -0.04], [0.01, 0.04, 0.01], [-0.03, 0.07, 0.06], [0.03, 0.03, 0.01], [-0.01, -0.08, 0.01], [-0.01, 0.01, -0.18], [-0.03, -0.10, 0.22], [0.00, -0.07, -0.05], [-0.03, 0.03, 0.02], [0.10, -0.01, 0.02], [0.00, 0.02, 0.14], [0.23, -0.07, -0.25], [-0.08, 0.23, 0.07], [-0.22, -0.13, 0.02], [0.16, -0.05, 0.27], [-0.07, 0.10, 0.06], [0.07, -0.08, 0.22], [0.42, -0.10, -0.38], [1.18, 0.57, -0.98], [-0.07, 0.08, 0.03], [-0.05, -0.01, 0.03], [0.05, -0.02, -0.02], [-0.01, 0.03, 0.01], [0.01, 0.01, 0.00], [-0.05, -0.03, -0.07], [0.06, 0.00, 0.04], [-0.02, 0.00, -0.04], [0.03, 0.01, 0.04], [0.01, -0.03, 0.00], [-0.01, 0.01, 0.00], [-0.03, 0.09, -0.04], [-0.39, 0.10, -0.46], [-1.14, -0.50, -1.37], [0.08, 0.02, 0.18], [0.07, 0.10, -0.13], [-0.04, 0.00, -0.02], [0.01, -0.05, 0.05], [0.00, 0.00, -0.08], [0.08, -0.02, -0.03], [0.09, 0.13, 0.06], [0.03, 0.01, 0.00], [-0.01, 0.02, -0.04], [-0.03, 0.03, 0.04], [0.03, -0.03, -0.04], [0.04, -0.04, 0.03], [0.03, 0.02, 0.00], [0.00, 0.02, -0.06], [-0.03, -0.03, -0.05], [0.00, -0.04, 0.03], [-0.09, -0.05, 0.08], [-0.01, 0.01, -0.06], [0.06, 0.02, -0.02], [-0.06, 0.08, 0.06], [0.00, -0.02, 0.00], [0.00, 0.00, 0.01], [0.00, 0.00, 0.00], [-0.02, -0.02, 0.00], [0.02, 0.02, 0.01], [-0.05, 0.00, 0.02], [-0.01, 0.01, -0.02], [-0.03, 0.00, -0.01], [0.02, 0.02, 0.00], [-0.07, -0.03, -0.08], [0.04, 0.00, 0.11], [0.04, 0.00, -0.01], [-0.01, 0.03, 0.00], [0.03, 0.01, 0.02], [0.02, 0.00, 0.00], [-0.02, 0.02, 0.01], [0.02, 0.00, 0.01], [0.00, -0.03, -0.01], [0.01, 0.03, -0.01], [-0.01, 0.01, 0.00], [0.00, 0.01, 0.00], [0.01, -0.05, 0.00], [-0.08, 0.07, 0.08], [-0.02, -0.08, -0.07], [-0.05, 0.02, -0.01], [0.02, 0.00, 0.00], [-0.11, 0.32, 0.46], [0.10, -0.76, -0.20], [-0.02, 0.30, -0.04], [0.05, 0.04, -0.04], [0.03, -0.01, 0.08], [-0.02, -0.01, 0.02], [0.00, 0.06, 0.03], [0.04, -0.04, -0.02], [0.00, 0.01, 0.01], [0.01, 0.02, -0.01], [-0.02, 0.04, 0.01], [0.05, 0.02, -0.04], [-0.03, 0.01, 0.04], [0.01, 0.08, -0.02], [0.05, -0.03, -0.06], [-0.01, 0.02, -0.03], [-0.04, 0.02, 0.00], [0.02, 0.00, -0.03], [0.04, -0.04, 0.01]], "mulliken_charge": [-2.27, -0.75, 0.61, -1.27, -1.27, -0.65, 0.00, 0.83, -0.37, -0.36, 1.44, -0.96, -1.00, 0.11, -0.10, 0.63, 0.31, 0.52, 0.45, 0.36, 0.52, 0.46, 0.18, 0.20, 0.25, 0.20, 0.22, -1.97, 1.03, -1.29, -0.39, -0.24, -0.87, -0.12, 2.62, -0.71, 0.02, -0.48, -1.00, -0.63, -1.02, -0.04, 0.02, -0.61, -0.70, -0.72, -0.79, 0.68, 2.27, 0.60, 0.39, -0.18, -0.78, -0.89, -1.05, -0.09, -0.16, -0.26, -1.05, -0.78, -0.87, -0.20, 0.42, 0.38, 0.36, 0.40, 0.05, 0.37, 0.99, 0.74, 0.28, 0.45, 0.39, 0.43, 0.42, 0.45, 0.43, 0.38, 0.43, 0.40, 0.24, 0.43, 0.41, 0.42, 0.50, 0.42, 0.45, 0.38, 0.45, 0.47, -0.58, -0.94, -0.22, -0.52, 0.73, -1.18, 1.20, 0.97, -0.45, 0.30, -0.91, -0.50, -0.83, -0.27, 0.40, 0.41, 0.48, 0.01, 0.46, -0.64, 0.49, 0.40, 0.39, 0.42, 0.35]}

***

[2]
{"formula": "C51H58IrN3P3SSb", "method": "ωB97M-V/def2-TZVPD", "total_charge": 3, "multiplicity": 2, "e_above_lowest_kcal_mol": 0.00, "lumo_ev": [-8.5, -9.6], "e_homo_ev": [-14.80, -15.37], "homo_lumo_gap_ev": [6.30, 5.80], "species": ["Ir", "C", "C", "C", "C", "C", "C", "P", "C", "C", "C", "C", "C", "C", "C", "C", "C", "C", "C", "C", "H", "H", "H", "H", "H", "H", "H", "H", "H", "H", "H", "H", "H", "H", "N", "N", "C", "N", "S", "H", "H", "H", "H", "H", "C", "C", "P", "C", "C", "C", "C", "C", "C", "C", "C", "C", "C", "C", "C", "P", "C", "C", "C", "C", "C", "C", "C", "C", "C", "C", "C", "C", "H", "H", "H", "H", "H", "H", "H", "H", "H", "H", "H", "H", "H", "H", "H", "H", "H", "H", "H", "H", "H", "H", "H", "H", "C", "C", "Sb", "C", "C", "C", "C", "H", "H", "H", "H", "H", "H", "H", "H", "H", "H", "H", "H", "H", "H", "H"], "positions_angstrom": [[0.810, 0.285, 0.746], [-3.202, -3.059, 3.868], [-2.346, -3.686, 2.968], [-2.131, -3.138, 1.707], [-2.769, -1.946, 1.342], [-3.648, -1.337, 2.244], [-3.862, -1.890, 3.501], [-2.566, -1.205, -0.320], [-3.892, -2.014, -1.256], [-4.010, -1.705, -2.616], [-4.962, -2.334, -3.400], [-5.825, -3.262, -2.828], [-5.730, -3.556, -1.477], [-4.772, -2.932, -0.685], [-0.971, -1.936, -0.866], [-1.034, -3.124, -1.607], [0.111, -3.766, -2.045], [1.341, -3.197, -1.768], [1.405, -2.010, -1.052], [0.275, -1.331, -0.550], [-3.375, -3.498, 4.843], [-1.862, -4.617, 3.240], [-1.484, -3.647, 1.000], [-4.176, -0.435, 1.953], [-4.554, -1.419, 4.189], [-3.345, -0.976, -3.064], [-5.036, -2.099, -4.454], [-6.579, -3.746, -3.434], [-6.402, -4.276, -1.028], [-4.720, -3.174, 0.367], [-1.999, -3.567, -1.816], [0.039, -4.693, -2.599], [2.254, -3.673, -2.108], [2.391, -1.604, -0.888], [-0.413, -0.524, 2.409], [-0.769, 0.448, 3.348], [-0.277, 1.695, 3.325], [-0.586, 2.487, 4.338], [0.667, 2.285, 2.041], [-1.286, -0.976, 2.124], [0.149, -1.217, 2.896], [-1.331, 0.126, 4.125], [-1.149, 2.192, 5.122], [-0.213, 3.423, 4.355], [3.928, 0.693, -0.242], [3.969, 0.837, 1.270], [2.651, -0.172, 1.960], [3.157, -1.889, 1.763], [4.497, -2.216, 1.566], [4.879, -3.545, 1.443], [3.933, -4.554, 1.525], [2.592, -4.240, 1.710], [2.206, -2.915, 1.812], [2.582, 0.139, 3.726], [2.965, 1.376, 4.253], [2.947, 1.579, 5.624], [2.513, 0.570, 6.475], [2.087, -0.646, 5.955], [2.121, -0.864, 4.587], [2.304, 1.241, -0.844], [2.362, 3.044, -0.717], [3.565, 3.732, -0.906], [3.587, 5.117, -0.877], [2.414, 5.832, -0.661], [1.212, 5.159, -0.511], [1.186, 3.771, -0.552], [2.398, 0.982, -2.632], [2.945, -0.187, -3.170], [3.090, -0.322, -4.542], [2.667, 0.692, -5.392], [2.098, 1.844, -4.869], [1.964, 1.992, -3.495], [4.077, -0.346, -0.542], [4.714, 1.274, -0.722], [3.792, 1.875, 1.559], [4.928, 0.543, 1.695], [5.257, -1.446, 1.523], [5.922, -3.792, 1.294], [4.239, -5.589, 1.443], [1.852, -5.028, 1.763], [1.156, -2.681, 1.897], [3.293, 2.181, 3.609], [3.283, 2.524, 6.031], [2.522, 0.726, 7.546], [1.752, -1.433, 6.620], [1.839, -1.836, 4.197], [4.489, 3.201, -1.096], [4.522, 5.641, -1.030], [2.443, 6.913, -0.625], [0.294, 5.714, -0.357], [0.243, 3.247, -0.475], [3.277, -0.991, -2.529], [3.543, -1.217, -4.948], [2.791, 0.586, -6.463], [1.777, 2.640, -5.529], [1.572, 2.917, -3.093], [-2.872, 4.283, -2.796], [-1.758, 3.630, -1.982], [-2.158, 1.505, -1.779], [-1.967, 0.877, -3.824], [-1.043, -0.318, -4.054], [-4.256, 1.631, -1.420], [-4.516, 2.321, -0.080], [-2.585, 5.314, -3.015], [-3.814, 4.320, -2.251], [-3.040, 3.786, -3.753], [-1.666, 4.060, -0.987], [-0.794, 3.689, -2.484], [-1.599, 1.769, -4.336], [-2.979, 0.669, -4.176], [-0.037, -0.123, -3.694], [-0.981, -0.533, -5.122], [-1.403, -1.220, -3.556], [-4.656, 0.619, -1.437], [-4.681, 2.187, -2.256], [-4.086, 1.748, 0.747], [-5.586, 2.417, 0.099], [-4.089, 3.326, -0.053]], "forces_ev_per_a": [[-1.07, 0.53, -0.38], [-0.02, 0.04, -0.03], [0.02, 0.05, -0.10], [-0.02, -0.04, 0.03], [-0.35, 0.07, 0.00], [0.05, 0.04, 0.03], [0.05, 0.00, 0.05], [0.48, -0.58, 0.02], [0.07, 0.16, -0.15], [0.01, -0.02, 0.03], [0.02, 0.08, -0.02], [-0.01, -0.01, 0.01], [0.03, 0.05, 0.10], [-0.04, -0.06, -0.02], [0.07, 0.30, 0.09], [0.00, 0.09, 0.19], [-0.06, -0.07, -0.03], [0.07, 0.12, -0.03], [-0.49, -0.14, -0.20], [1.10, -0.55, 0.07], [0.00, 0.03, -0.03], [-0.02, 0.05, -0.02], [0.00, 0.05, 0.05], [0.01, -0.01, 0.03], [0.00, -0.02, -0.03], [-0.15, -0.19, 0.04], [-0.01, -0.01, 0.04], [0.03, -0.01, 0.00], [0.01, 0.03, -0.02], [0.02, -0.02, -0.01], [-0.03, 0.02, -0.08], [-0.01, 0.03, 0.01], [-0.04, 0.03, 0.00], [-0.01, -0.06, 0.25], [0.35, 0.37, -0.32], [-0.10, 0.45, 0.41], [-0.13, -0.29, 0.19], [0.02, 0.16, 0.06], [0.10, 0.03, -0.11], [0.11, -0.15, -0.20], [0.02, -0.20, 0.00], [0.01, 0.00, 0.04], [0.00, 0.01, -0.02], [-0.04, 0.02, 0.03], [0.25, -0.03, -0.11], [0.25, 0.21, 0.07], [-0.08, -0.40, -0.45], [-0.19, -0.20, -0.07], [0.06, 0.05, 0.09], [0.06, 0.00, 0.00], [-0.01, -0.04, 0.00], [-0.01, 0.03, 0.03], [0.29, 0.04, 0.05], [-0.31, 0.00, 0.20], [0.08, -0.07, 0.07], [-0.01, 0.00, 0.01], [-0.01, -0.02, -0.03], [-0.05, 0.03, 0.08], [0.14, 0.07, -0.07], [-0.27, -0.06, 0.30], [0.01, 0.12, 0.06], [-0.02, -0.02, 0.04], [0.01, 0.00, 0.02], [0.03, 0.01, -0.03], [-0.02, -0.09, 0.00], [0.10, 0.05, -0.03], [-0.32, -0.32, -0.08], [0.06, 0.09, -0.07], [-0.03, 0.00, 0.03], [-0.04, 0.00, -0.02], [-0.03, 0.00, 0.04], [0.04, -0.01, -0.04], [0.03, 0.00, 0.01], [0.02, -0.05, -0.01], [-0.01, 0.02, -0.01], [-0.01, 0.04, 0.02], [0.00, -0.11, -0.01], [-0.01, 0.02, 0.00], [-0.01, 0.02, -0.01], [0.01, 0.03, -0.01], [-0.21, -0.01, -0.03], [0.04, -0.04, 0.02], [0.00, -0.03, -0.01], [-0.02, 0.00, -0.02], [0.03, 0.01, -0.02], [0.08, -0.06, 0.03], [-0.03, 0.07, 0.01], [-0.01, 0.00, 0.02], [-0.02, -0.02, -0.01], [0.01, 0.00, -0.04], [0.06, 0.01, 0.13], [0.08, 0.07, -0.11], [-0.02, 0.01, 0.01], [0.00, 0.01, 0.05], [0.02, -0.02, 0.03], [-0.03, 0.01, -0.04], [0.12, 0.02, 0.03], [-0.14, -0.01, -0.08], [-0.25, 0.02, 0.13], [0.20, -0.24, 0.00], [-0.12, 0.05, -0.11], [0.05, 0.13, 0.16], [-0.01, -0.05, -0.17], [-0.02, -0.01, -0.02], [0.01, -0.01, -0.01], [-0.01, 0.01, 0.02], [-0.01, 0.04, -0.01], [0.04, 0.04, 0.01], [-0.02, -0.01, 0.00], [-0.01, 0.16, -0.02], [0.20, 0.03, 0.07], [0.00, 0.01, 0.02], [0.07, 0.05, -0.07], [-0.05, 0.04, -0.06], [-0.05, -0.05, 0.02], [0.00, 0.02, 0.01], [0.00, -0.01, 0.02], [-0.01, -0.01, 0.03]], "mulliken_charge": [1.62, -0.67, -0.78, 0.10, -0.76, -0.18, -0.91, 0.82, 0.55, 0.45, -0.88, -0.76, -0.85, -1.05, 1.22, -0.56, -1.30, -0.93, 0.66, -0.10, 0.44, 0.50, 0.51, 0.38, 0.51, 0.21, 0.49, 0.43, 0.47, 0.43, 0.52, 0.52, 0.61, -0.19, 0.03, -0.28, 0.65, -0.36, -0.54, -0.58, 0.24, 0.31, 0.21, 0.26, -1.84, -1.59, 0.18, 0.98, -0.66, -0.88, -0.90, -0.94, 0.61, 1.23, -0.55, -0.89, -0.65, -0.97, -0.54, 1.59, 0.68, -0.87, -0.90, -0.88, -1.03, 0.12, 0.99, -0.13, -0.98, -0.74, -0.77, -0.66, 0.77, 0.93, 0.43, 0.86, 0.38, 0.48, 0.47, 0.53, -0.24, 0.40, 0.50, 0.46, 0.49, 0.40, 0.39, 0.50, 0.45, 0.52, 0.45, 0.20, 0.50, 0.43, 0.52, 0.20, -1.37, -0.29, 0.78, -1.39, 0.04, -0.41, -1.12, 0.47, 0.34, 0.30, 0.47, 0.19, 0.70, 0.79, -0.36, 0.52, 0.03, 0.25, 0.74, 0.06, 0.43, 0.31]}

***

| no. | calculated total energy (eV) |
| --- | --- |
| 1 | -92696.1616 |
| 2 | -106354.9557 |